Record 1
Formula: C15H36N4O7SZn
Source: OMol25
Level of theory: ωB97M-V/def2-TZVPD

## Properties
electronic energy = -95676.748 eV
orbital gap = 3.7 eV
max |F| = 5.8 eV Å⁻¹

The geometry in ORCA input format:
```
! wB97M-V def2-TZVPD RIJCOSX def2/J DEFGRID3
* xyz 0 1
Zn -0.5358 -0.0272 -1.0526
S -3.2871 -0.1791 -4.3639
O -2.1341 0.6980 -4.0196
O -3.0378 -1.0316 -3.2257
O -4.6180 0.4069 -4.2187
O -3.0839 -0.8694 -5.6083
C 3.3352 -3.8517 -4.6865
C 2.2504 -3.0889 -3.9602
N 2.5589 -2.6405 -2.5969
C 2.7188 -3.8922 -1.8057
C 1.3226 -4.6740 -1.6310
C 3.8316 -1.9096 -2.4765
C 3.9799 -0.8440 -3.6437
H 2.9764 -4.2267 -5.6450
H 3.5390 -4.7806 -4.1538
H 4.2319 -3.2580 -4.8637
H 1.9767 -2.1567 -4.4543
H 1.2778 -3.5811 -3.9579
H 3.5658 -4.4537 -2.1998
H 2.9865 -3.7406 -0.7601
H 0.8324 -4.9158 -2.5741
H 1.4246 -5.6367 -1.1302
H 0.6384 -4.1340 -0.9765
H 4.6760 -2.5987 -2.4652
H 3.9451 -1.5363 -1.4587
H 4.5952 -0.0572 -3.2073
H 2.9787 -0.4563 -3.8320
H 4.3657 -1.1097 -4.6279
C 1.0626 -0.0397 4.6738
C 0.0701 -1.1047 4.4181
O -0.2189 -1.3102 3.2119
N -0.4991 -1.7289 5.3966
C -1.6558 -2.6500 5.1759
H 0.5963 0.9141 4.4268
H 1.9573 -0.1723 4.0656
H 1.1847 0.0638 5.7520
H -0.3502 -1.4266 6.3487
H -2.4287 -2.1574 5.7659
H -1.4313 -3.6474 5.5539
H -2.0025 -2.6390 4.1426
C 1.1621 5.6631 0.1829
C 2.2905 4.6164 0.4274
O 2.1426 3.4261 -0.0116
N 3.3510 5.1333 0.9953
C 4.6418 4.5339 1.2819
H 0.1718 5.2441 0.3613
H 1.2297 6.0289 -0.8417
H 1.2590 6.4776 0.9007
H 3.0476 5.9564 1.4959
H 4.7911 4.1773 2.3011
H 5.4331 5.2720 1.1505
H 4.8526 3.6688 0.6532
C -5.5807 2.5536 3.0864
C -5.4368 2.0211 1.6311
O -4.3572 1.8127 1.1561
N -6.4850 1.5239 0.9147
C -7.9434 1.7750 1.1100
H -4.9343 2.1067 3.8418
H -6.4822 2.1327 3.5317
H -5.5626 3.6393 3.1808
H -6.2971 1.1780 -0.0154
H -8.3365 1.8811 0.0989
H -8.0194 2.6726 1.7238
H -8.5332 0.9491 1.5075
*
```

Partial charges, natural (NBO), in e: atom 1 (Zn): 0.497, atom 2 (S): 2.504, atom 3 (O): -0.603, atom 4 (O): -0.654, atom 5 (O): -0.865, atom 6 (O): -0.886, atom 7 (C): -0.649, atom 8 (C): -0.242, atom 9 (N): -0.439, atom 10 (C): -0.232, atom 11 (C): -0.621, atom 12 (C): -0.218, atom 13 (C): -0.635, atom 14 (H): 0.222, atom 15 (H): 0.205, atom 16 (H): 0.211, atom 17 (H): 0.201, atom 18 (H): 0.210, atom 19 (H): 0.171, atom 20 (H): 0.197, atom 21 (H): 0.202, atom 22 (H): 0.209, atom 23 (H): 0.213, atom 24 (H): 0.161, atom 25 (H): 0.202, atom 26 (H): 0.216, atom 27 (H): 0.213, atom 28 (H): 0.212, atom 29 (C): -0.689, atom 30 (C): 0.647, atom 31 (O): -0.679, atom 32 (N): -0.583, atom 33 (C): -0.421, atom 34 (H): 0.241, atom 35 (H): 0.250, atom 36 (H): 0.193, atom 37 (H): 0.392, atom 38 (H): 0.195, atom 39 (H): 0.204, atom 40 (H): 0.251, atom 41 (C): -0.693, atom 42 (C): 0.670, atom 43 (O): -0.660, atom 44 (N): -0.594, atom 45 (C): -0.422, atom 46 (H): 0.239, atom 47 (H): 0.240, atom 48 (H): 0.190, atom 49 (H): 0.392, atom 50 (H): 0.198, atom 51 (H): 0.204, atom 52 (H): 0.236, atom 53 (C): -0.724, atom 54 (C): 0.673, atom 55 (O): -0.614, atom 56 (N): -0.617, atom 57 (C): -0.417, atom 58 (H): 0.244, atom 59 (H): 0.214, atom 60 (H): 0.235, atom 61 (H): 0.407, atom 62 (H): 0.205, atom 63 (H): 0.203, atom 64 (H): 0.192


Record 2
Formula: C41H37CdN5O2P2
Source: OMol25
Level of theory: ωB97M-V/def2-TZVPD

## Properties
electronic energy = -77798.984 eV
orbital gap = 9.3 eV
max |F| = 0.2 eV Å⁻¹

The geometry in ORCA input format:
```
! wB97M-V def2-TZVPD RIJCOSX def2/J DEFGRID3
* xyz 2 1
Cd -0.8190 0.1880 -1.4516
C -3.6936 1.6597 -1.1384
N -3.2835 0.3093 -1.5532
C -3.7134 -0.0887 -2.8989
C -2.6499 0.2351 -3.9112
N -1.3692 0.2530 -3.6309
C -0.7064 0.5294 -4.8253
C 0.6520 0.6612 -5.0983
C 1.0090 0.9412 -6.4003
C 0.0454 1.0871 -7.4119
C -1.3037 0.9553 -7.1531
C -1.6536 0.6724 -5.8384
N -2.8830 0.4811 -5.2151
C -2.5573 2.5032 -0.6306
N -1.2867 2.3240 -0.9026
C -0.6039 3.3657 -0.2737
C 0.7558 3.6601 -0.2381
C 1.1456 4.7700 0.4833
C 0.2096 5.5762 1.1511
C -1.1425 5.2991 1.1142
C -1.5244 4.1782 0.3862
N -2.7598 3.5967 0.1347
H -4.4640 1.6111 -0.3666
H -4.1397 2.1782 -1.9907
H -3.6046 -0.3661 -0.8721
H -4.6655 0.3647 -3.1864
H -3.8628 -1.1701 -2.9039
H 1.3961 0.5346 -4.3221
H 2.0544 1.0472 -6.6559
H 0.3711 1.3052 -8.4195
H -2.0430 1.0654 -7.9349
H -3.7871 0.5093 -5.6577
H 1.4740 3.0464 -0.7653
H 2.1931 5.0374 0.5273
H 0.5562 6.4417 1.6993
H -1.8617 5.9281 1.6215
H -3.6544 3.9426 0.4414
O -1.4062 -0.3106 0.7170
P -0.8083 -1.1103 1.8523
C 0.3923 -2.3433 1.2515
P 1.5410 -1.7610 -0.0341
O 0.7480 -1.2634 -1.2289
C 2.5357 -3.1739 -0.4694
C 1.9041 -4.2584 -1.0851
C 2.6438 -5.3697 -1.4468
C 4.0119 -5.4027 -1.1988
C 4.6427 -4.3251 -0.5957
C 3.9081 -3.2060 -0.2303
C 2.5870 -0.4988 0.6710
C 2.8959 0.6168 -0.1015
C 3.7362 1.5974 0.4069
C 4.2663 1.4619 1.6811
C 3.9660 0.3440 2.4524
C 3.1314 -0.6380 1.9492
C 0.0530 -0.0432 3.0024
C 0.3136 1.2746 2.6395
C 0.9984 2.1080 3.5113
C 1.4209 1.6233 4.7418
C 1.1581 0.3074 5.1080
C 0.4694 -0.5271 4.2426
C -2.0346 -2.0070 2.7965
C -2.0313 -3.3909 2.9565
C -3.0190 -4.0023 3.7165
C -4.0089 -3.2369 4.3138
C -4.0158 -1.8551 4.1599
C -3.0304 -1.2398 3.4075
H -0.1526 -3.1711 0.7883
H 0.9535 -2.7530 2.0948
H 0.8419 -4.2270 -1.3002
H 2.1587 -6.2089 -1.9269
H 4.5880 -6.2730 -1.4838
H 5.7083 -4.3512 -0.4132
H 4.4062 -2.3630 0.2302
H 2.4972 0.7038 -1.1053
H 3.9905 2.4591 -0.1971
H 4.9256 2.2244 2.0750
H 4.3861 0.2381 3.4435
H 2.9106 -1.5094 2.5543
H -0.0196 1.6458 1.6779
H 1.1964 3.1336 3.2265
H 1.9498 2.2745 5.4257
H 1.4767 -0.0614 6.0738
H 0.2423 -1.5452 4.5414
H -1.2644 -4.0062 2.5038
H -3.0115 -5.0765 3.8434
H -4.7753 -3.7163 4.9081
H -4.7832 -1.2599 4.6361
H -3.0243 -0.1603 3.3044
*
```

Partial charges, Mulliken, in e: atom 1 (Cd): 1.422, atom 2 (C): -0.790, atom 3 (N): -0.275, atom 4 (C): -1.258, atom 5 (C): 0.629, atom 6 (N): 0.183, atom 7 (C): 0.560, atom 8 (C): -0.565, atom 9 (C): -0.683, atom 10 (C): -0.492, atom 11 (C): -1.040, atom 12 (C): 0.356, atom 13 (N): -0.051, atom 14 (C): -0.042, atom 15 (N): 0.062, atom 16 (C): -0.061, atom 17 (C): -0.238, atom 18 (C): -0.874, atom 19 (C): -0.538, atom 20 (C): -1.087, atom 21 (C): 0.876, atom 22 (N): -0.075, atom 23 (H): 0.526, atom 24 (H): 0.366, atom 25 (H): 0.238, atom 26 (H): 0.444, atom 27 (H): 0.427, atom 28 (H): 0.409, atom 29 (H): 0.430, atom 30 (H): 0.394, atom 31 (H): 0.416, atom 32 (H): 0.225, atom 33 (H): 0.459, atom 34 (H): 0.448, atom 35 (H): 0.441, atom 36 (H): 0.463, atom 37 (H): 0.236, atom 38 (O): 0.470, atom 39 (P): 0.351, atom 40 (C): -1.527, atom 41 (P): 0.792, atom 42 (O): -0.750, atom 43 (C): 0.646, atom 44 (C): -0.594, atom 45 (C): -0.718, atom 46 (C): -0.513, atom 47 (C): -0.774, atom 48 (C): -0.259, atom 49 (C): 0.670, atom 50 (C): -0.912, atom 51 (C): -0.518, atom 52 (C): -0.786, atom 53 (C): -0.773, atom 54 (C): -0.063, atom 55 (C): 0.367, atom 56 (C): -0.263, atom 57 (C): -0.192, atom 58 (C): -0.705, atom 59 (C): -0.811, atom 60 (C): -0.717, atom 61 (C): 0.478, atom 62 (C): -0.288, atom 63 (C): -0.797, atom 64 (C): -0.504, atom 65 (C): -0.677, atom 66 (C): -0.667, atom 67 (H): 0.725, atom 68 (H): 0.695, atom 69 (H): 0.357, atom 70 (H): 0.422, atom 71 (H): 0.406, atom 72 (H): 0.431, atom 73 (H): 0.382, atom 74 (H): 0.681, atom 75 (H): 0.550, atom 76 (H): 0.426, atom 77 (H): 0.489, atom 78 (H): 0.402, atom 79 (H): 0.230, atom 80 (H): 0.494, atom 81 (H): 0.460, atom 82 (H): 0.450, atom 83 (H): 0.483, atom 84 (H): 0.328, atom 85 (H): 0.426, atom 86 (H): 0.417, atom 87 (H): 0.428, atom 88 (H): 0.410


Record 3
Formula: C24H42O2P2Tc
Source: OMol25
Level of theory: ωB97M-V/def2-TZVPD

## Properties
electronic energy = -50419.189 eV
orbital gap (alpha / beta) = 3.9 / 3.7 eV
max |F| = 5.9 eV Å⁻¹
⟨S²⟩ = 3.769

The geometry in ORCA input format:
```
! wB97M-V def2-TZVPD RIJCOSX def2/J DEFGRID3
* xyz 2 4
Tc -3.0170 -0.4076 -2.2853
C 0.6721 1.8121 0.1775
C -0.0783 1.3418 1.2927
C 1.6237 -0.1584 0.8864
C 1.7368 0.8964 -0.0544
C 0.5058 0.1148 1.7196
C 0.4438 3.0597 -0.5742
H -0.6051 3.3751 -0.5107
H 0.7061 2.9306 -1.6332
H 1.0596 3.8868 -0.1836
C 2.8005 1.0099 -1.0613
H 2.7159 1.9501 -1.6126
H 2.7466 0.1717 -1.7692
H 3.7967 0.9872 -0.5968
C 2.5312 -1.3126 0.9781
H 3.5700 -0.9957 1.1703
H 2.5182 -1.8775 0.0337
H 2.2275 -1.9841 1.7914
C 0.0708 -0.7319 2.8429
H 0.8730 -0.8486 3.5857
H -0.1953 -1.7370 2.4921
H -0.8015 -0.3074 3.3462
C -1.2355 2.0093 1.9218
H -0.9693 2.4745 2.8856
H -2.0422 1.2924 2.1256
H -1.6386 2.8048 1.2837
C -3.8578 -0.0561 -4.0574
C -4.2339 1.4017 -3.7109
C -5.6510 1.5725 -3.1741
C -5.9561 0.6530 -1.9840
C -4.7867 -0.1973 -1.4447
C -4.6093 -1.5836 -1.9515
C -5.3838 -1.9622 -3.2062
C -5.0161 -1.0286 -4.3716
H -6.3496 1.3571 -3.9951
H -6.8042 0.0053 -2.2390
H -5.8081 2.6240 -2.8921
H -5.8812 -0.4833 -4.7529
H -3.2024 -0.0125 -4.9411
H -4.0522 2.0532 -4.5798
H -4.6738 -1.6522 -5.2047
H -5.1455 -3.0033 -3.4662
H -4.6160 -2.3690 -1.1808
H -6.4674 -1.9566 -3.0337
H -6.3253 1.2709 -1.1522
H -4.7352 -0.0749 -0.3523
P -2.9588 1.9848 -2.4965
C -1.6295 2.5536 -3.5949
C -3.5267 3.4413 -1.6064
P -2.8400 -2.9302 2.4332
C -2.9016 -1.5619 1.3599
C -4.6073 -3.1516 2.9232
C -2.6413 -4.1783 1.0878
H -0.8159 1.8144 -3.5701
H -1.2555 3.5232 -3.2357
H -2.0203 2.6365 -4.6193
H -4.6191 3.5021 -1.5838
H -3.1253 4.3481 -2.0814
H -3.1734 3.3977 -0.5662
H -3.5755 -4.2803 0.5235
H -2.3721 -5.1378 1.5469
H -1.8423 -3.8453 0.4154
H -2.2696 -1.6355 0.4666
H -3.2733 -0.5766 1.6533
H -4.5831 -3.4610 3.9779
H -5.0867 -3.9363 2.3262
H -5.1625 -2.2128 2.8170
O 0.8938 -1.8540 -1.8081
C -0.1955 -1.4306 -2.1838
O -1.0554 -0.7634 -1.4562
H -0.5431 -1.6178 -3.2299
*
```

Partial charges, Mulliken, in e: atom 1 (Tc): 0.212, atom 2 (C): 0.652, atom 3 (C): 0.536, atom 4 (C): 0.756, atom 5 (C): 0.534, atom 6 (C): 0.875, atom 7 (C): -1.502, atom 8 (H): 0.248, atom 9 (H): 0.393, atom 10 (H): 0.375, atom 11 (C): -1.470, atom 12 (H): 0.434, atom 13 (H): 0.305, atom 14 (H): 0.360, atom 15 (C): -1.480, atom 16 (H): 0.353, atom 17 (H): 0.295, atom 18 (H): 0.414, atom 19 (C): -1.749, atom 20 (H): 0.468, atom 21 (H): 0.295, atom 22 (H): 0.432, atom 23 (C): -1.334, atom 24 (H): 0.374, atom 25 (H): 0.152, atom 26 (H): 0.276, atom 27 (C): -0.335, atom 28 (C): -0.547, atom 29 (C): -1.212, atom 30 (C): -1.054, atom 31 (C): 0.591, atom 32 (C): -0.779, atom 33 (C): -0.922, atom 34 (C): -1.138, atom 35 (H): 0.483, atom 36 (H): 0.226, atom 37 (H): 0.488, atom 38 (H): 0.268, atom 39 (H): 0.572, atom 40 (H): 0.700, atom 41 (H): 0.432, atom 42 (H): 0.473, atom 43 (H): 0.223, atom 44 (H): 0.355, atom 45 (H): 0.360, atom 46 (H): 0.381, atom 47 (P): 1.450, atom 48 (C): -1.322, atom 49 (C): -1.322, atom 50 (P): 0.443, atom 51 (C): 0.065, atom 52 (C): -0.953, atom 53 (C): -1.010, atom 54 (H): 0.264, atom 55 (H): 0.448, atom 56 (H): 0.406, atom 57 (H): 0.430, atom 58 (H): 0.429, atom 59 (H): 0.217, atom 60 (H): 0.341, atom 61 (H): 0.424, atom 62 (H): 0.297, atom 63 (H): -0.265, atom 64 (H): 0.524, atom 65 (H): 0.384, atom 66 (H): 0.352, atom 67 (H): 0.360, atom 68 (O): -0.512, atom 69 (C): -0.101, atom 70 (O): -0.460, atom 71 (H): 0.340


Which of these has the lowest max |F|? C41H37CdN5O2P2


electronic energy of number 1 (C15H36N4O7SZn)? -95676.748 eV